# 1
C42H101AsF6N11O8Pb | ωB97M-V/def2-TZVPD

The geometry in XYZ format:
```
170
Properties=species:S:1:pos:R:3:forces:R:3
Pb -0.736474 -5.007749 -0.854113 -0.2 0.8 -0.7
As -0.675914 -0.874219 -1.441973 -1.3 2.0 0.3
F -0.739904 -2.650139 -1.656813 -0.3 0.7 0.2
F -0.675514 -1.122809 0.374797 0.1 0.3 -2.1
F -0.461344 0.912681 -1.199983 -0.4 -2.2 -0.2
F -0.732234 -0.715489 -3.221983 0.3 -0.2 1.6
F -2.480304 -0.690889 -1.441123 2.5 -0.5 0.3
F 1.094526 -1.022219 -1.518043 -1.1 0.0 0.3
C 1.256526 1.288891 -5.302483 0.2 0.1 0.9
C 1.531176 1.716431 -3.796703 0.1 -0.3 -2.1
N 2.345356 2.913801 -3.667963 -0.9 0.2 0.8
C 3.627766 2.929151 -4.325473 0.2 -0.2 -0.6
C 4.680136 1.961021 -3.801833 -0.4 0.0 0.8
C 2.383146 3.219811 -2.248853 -0.2 1.2 -0.3
C 3.005196 4.560161 -1.897093 0.3 -0.2 0.2
H 2.097646 0.919781 -5.889313 0.5 0.2 0.3
H 0.842776 2.127301 -5.862813 -0.1 0.1 0.2
H 0.550546 0.460341 -5.359223 -0.3 0.1 0.3
H 0.553156 1.908961 -3.355673 0.1 0.0 0.1
H 2.012156 0.940611 -3.200993 -0.2 -0.8 0.0
H 3.476056 2.677481 -5.375113 -0.2 0.4 -0.1
H 4.010316 3.947661 -4.259083 0.0 0.0 -0.2
H 4.192776 1.070571 -3.404743 0.0 -0.4 -0.3
H 5.388946 1.685451 -4.582693 0.2 0.1 0.3
H 5.135556 2.408481 -2.918393 0.6 0.0 -0.1
H 2.848816 2.451131 -1.632103 0.4 -0.6 0.1
H 1.358886 3.303651 -1.885583 -0.3 -0.4 -0.2
H 4.094726 4.534021 -1.915143 0.1 0.2 -0.3
H 2.735806 4.756041 -0.859223 -0.1 0.3 0.1
H 2.613596 5.366901 -2.516713 0.1 0.0 0.0
C -0.377624 2.334641 7.509047 -0.2 -0.6 0.0
C -0.265274 2.263401 5.967207 -1.0 0.0 1.3
N -1.526124 1.642761 5.408857 1.3 0.8 0.0
C -1.228144 1.269481 4.011027 0.8 -0.7 0.6
C -0.377264 -0.056899 3.952337 -1.2 1.1 -0.2
C -2.656104 2.596411 5.493467 -0.6 -0.4 -0.4
C -3.969544 1.832311 5.392817 -0.3 -0.2 0.2
H -0.474864 1.324631 7.907197 -0.3 -0.1 -0.1
H -1.270404 2.894491 7.787637 0.1 -0.1 0.1
H 0.441836 2.739881 8.102647 0.3 0.4 -0.7
H -0.149114 3.282421 5.598157 0.0 0.3 -0.4
H 0.632286 1.707231 5.696737 -0.2 -0.2 -0.2
H -2.109484 1.148991 3.381107 -0.3 -0.1 0.4
H -0.672184 2.080691 3.540977 0.3 0.4 -0.3
H -0.911714 -0.778349 4.570377 0.3 -0.2 0.0
H -0.357234 -0.389699 2.914577 0.0 -0.2 -0.1
H 0.651266 0.076251 4.287717 -0.1 -0.1 0.2
H -2.598904 3.354721 4.712577 0.2 0.2 -0.5
H -2.742864 3.175311 6.412947 0.8 -0.3 0.2
H -4.806424 2.433721 5.037797 0.1 0.1 -0.1
H -4.249664 1.475591 6.383977 0.1 -0.2 0.0
H -3.880434 0.966931 4.736097 -0.1 0.0 -0.1
C 3.655156 4.658621 2.387397 -0.2 -0.8 0.3
C 4.177816 3.388521 1.600377 -0.7 0.8 -0.9
N 3.689896 2.061771 2.106517 -1.0 2.7 3.2
C 4.489436 1.734751 3.318057 0.2 -2.0 -1.2
C 4.207446 0.404691 4.011957 0.4 0.2 0.7
C 2.217346 1.833591 2.258277 0.3 -1.0 -1.3
C 1.537696 1.672981 0.916517 -0.3 0.6 -1.0
H 3.785656 4.480241 3.454747 0.2 0.2 0.0
H 2.611386 4.937931 2.243767 -0.1 -0.5 -0.3
H 4.214546 5.546441 2.092537 0.4 -0.3 -0.1
H 3.892016 3.515111 0.556157 -0.3 -0.2 -0.1
H 5.266816 3.430711 1.580127 0.0 -0.5 0.3
H 5.493326 1.668951 2.898567 0.4 0.3 0.4
H 4.419286 2.567941 4.017327 -0.1 0.2 -0.1
H 4.431206 -0.489009 3.429437 -0.2 0.2 -0.3
H 4.941266 0.384781 4.817687 0.1 -0.1 0.1
H 3.261476 0.299561 4.543177 -0.2 0.2 -0.4
H 1.781516 2.664001 2.813747 0.3 0.4 0.1
H 2.007666 0.929001 2.829107 0.6 0.1 0.2
H 0.500586 1.353581 1.018887 0.0 0.1 0.2
H 1.981616 0.962751 0.218937 0.3 -0.4 0.4
H 1.546266 2.592791 0.331727 -0.2 0.2 0.2
C -1.927124 -3.827639 -4.922003 0.4 -0.5 -0.1
C -1.722864 -5.243859 -4.356023 0.1 1.4 -1.4
O -1.750604 -5.405049 -3.149163 0.0 -0.7 2.3
N -1.523804 -6.248369 -5.217393 0.1 0.4 0.0
C -1.192424 -7.621269 -4.853753 0.5 0.4 -0.4
H -2.273554 -3.129019 -4.160423 -0.5 -0.4 0.0
H -2.565644 -3.868129 -5.804473 -0.1 0.2 0.1
H -0.980194 -3.380009 -5.223753 0.3 -0.3 -0.2
H -1.373544 -6.006309 -6.186373 -0.3 0.1 0.1
H -0.108604 -7.712299 -4.782043 0.1 -0.1 0.2
H -1.479314 -8.219229 -5.718763 -0.3 -0.4 0.5
H -1.632634 -7.900219 -3.896403 -0.2 -0.1 -0.4
C 2.820836 -4.965279 -4.064963 -0.9 0.9 -0.3
C 1.723446 -4.101119 -3.477273 -0.6 -0.6 -0.1
O 0.925256 -4.633659 -2.690983 -0.3 -0.5 1.1
N 1.561906 -2.824229 -3.802563 1.5 -0.4 -1.0
C 2.330166 -2.108079 -4.831933 -0.2 1.5 0.3
H 2.541096 -6.013259 -3.957333 0.2 0.2 0.3
H 3.713706 -4.671389 -3.513143 0.3 -0.4 -0.4
H 2.880256 -4.742339 -5.130263 0.5 0.0 0.0
H 0.906116 -2.307899 -3.233843 0.0 0.1 -0.3
H 1.801226 -1.974969 -5.775653 -0.3 -0.3 0.1
H 3.342806 -2.404409 -5.105533 -0.2 -0.8 0.6
H 2.461226 -1.100719 -4.436773 0.0 0.1 -0.1
C -5.118984 4.701821 2.737487 1.1 -0.3 -1.1
C -4.718424 3.316741 2.168417 -3.2 -0.4 1.5
O -5.453974 2.343581 2.430227 1.0 0.9 -0.5
N -3.598134 3.211751 1.482057 0.6 -0.1 -0.6
C -3.104794 1.983311 0.862887 1.4 0.7 0.0
H -5.090464 4.594051 3.821767 -0.2 0.3 -0.1
H -6.052454 5.110121 2.350167 -0.4 -0.8 0.3
H -4.429154 5.461161 2.369197 0.5 0.1 0.5
H -3.085614 4.072571 1.353997 0.1 -0.3 -0.2
H -3.177854 2.006501 -0.224413 -0.5 -0.2 0.0
H -3.441524 1.036491 1.285057 -0.6 0.5 0.1
H -2.031134 2.013301 1.048507 0.3 -0.3 -0.1
C -4.622054 0.855471 -3.436993 0.6 -0.3 -0.6
C -4.533464 2.148761 -4.221183 -2.0 1.1 0.4
O -5.566064 2.778171 -4.497493 1.4 -0.9 0.0
N -3.311874 2.659121 -4.508583 1.5 0.2 0.2
C -1.973134 2.230581 -4.035263 -0.8 0.2 -0.3
H -4.766354 1.062621 -2.376633 0.0 0.1 0.0
H -3.712174 0.270931 -3.573113 0.1 -0.1 0.3
H -5.452644 0.247781 -3.796053 -0.1 0.3 0.0
H -3.288244 3.562421 -4.959793 -0.6 -0.1 0.0
H -1.256764 3.004421 -4.311133 -0.1 -0.1 -0.4
H -1.705644 1.282721 -4.502283 0.2 0.0 0.2
H -1.870184 2.183701 -2.951153 -0.4 -0.3 0.1
C 7.376846 0.302561 -1.238173 0.0 -0.6 0.0
C 6.486436 1.235191 -0.417793 2.9 0.8 0.3
O 6.997416 2.258601 0.051167 -1.2 -0.7 -0.1
N 5.239836 0.835871 -0.135493 -0.4 -0.5 -0.1
C 4.593066 -0.344699 -0.674903 -0.2 0.5 -0.1
H 8.430146 0.582581 -1.222843 -0.4 0.7 -0.1
H 7.048536 0.151551 -2.266523 0.0 0.2 0.0
H 7.415866 -0.687019 -0.782873 -0.4 -0.2 0.1
H 4.720886 1.357481 0.556397 0.3 0.0 -0.5
H 5.148036 -0.785969 -1.502773 0.1 0.1 0.3
H 3.654576 0.011801 -1.099453 -0.4 -0.5 0.1
H 4.452106 -1.076439 0.120577 -0.2 -0.2 -0.2
C -4.197684 -4.585459 1.958497 0.1 0.9 -0.2
C -3.223414 -3.590509 1.343447 -0.2 0.3 0.5
O -2.645874 -3.838619 0.281707 1.0 -1.6 -2.1
N -2.897374 -2.427929 1.875437 -1.2 1.1 1.8
C -3.360614 -1.912279 3.162077 0.3 -0.1 0.8
H -4.270984 -5.418079 1.258877 0.3 -0.2 0.5
H -5.212894 -4.200369 2.054107 0.0 0.5 -0.1
H -3.901364 -4.815009 2.982027 0.2 -0.4 -0.1
H -2.303414 -1.793619 1.360697 0.1 -0.5 -0.4
H -4.364274 -2.209649 3.465917 0.0 -0.2 -0.5
H -3.322844 -0.825609 3.238477 -0.1 0.0 -0.6
H -2.671074 -2.238499 3.940667 0.0 -0.2 0.2
C -7.273484 -0.154219 3.665047 -0.1 -1.0 0.5
C -6.861334 -0.977529 2.468087 -2.5 -1.9 -0.3
O -7.309594 -2.121199 2.214877 1.0 1.3 0.7
N -6.122394 -0.308879 1.624057 2.0 0.9 -2.6
C -5.760124 -0.753169 0.255137 -0.1 -0.4 0.9
H -6.406404 -0.083829 4.321787 -0.1 0.3 0.2
H -8.055424 -0.725179 4.165717 0.1 0.2 0.1
H -7.650874 0.833661 3.400907 0.3 -0.1 -0.1
H -5.799064 0.608191 1.897077 -0.1 0.3 0.0
H -6.532964 -0.600259 -0.498153 -0.3 0.1 0.3
H -5.542534 -1.820529 0.293857 0.0 0.0 -0.1
H -4.877934 -0.228519 -0.111723 0.1 0.1 0.3
C 2.280336 -2.135209 1.543777 0.3 -0.6 0.0
C 2.296486 -3.526939 0.856767 0.9 1.8 -0.5
O 1.223416 -3.900559 0.379617 0.1 -1.1 0.2
N 3.516436 -4.125739 0.662097 -2.0 -0.4 -0.6
C 3.652806 -5.411339 -0.070293 1.1 -0.1 0.4
H 3.179756 -1.903779 2.114377 0.0 -0.2 0.1
H 1.404956 -2.035699 2.185577 0.0 -0.3 0.0
H 2.176156 -1.359879 0.784757 -0.1 -0.2 -0.3
H 4.350206 -3.589889 0.856497 -0.2 -0.2 0.2
H 4.012316 -6.191539 0.600617 -0.4 0.0 0.3
H 4.475686 -5.377699 -0.784323 -0.2 0.5 -0.3
H 2.769656 -5.777019 -0.594143 -0.1 0.6 0.3
```
Positions in Å, forces in eV/Å.

The calculation puts the gap between HOMO and LUMO (alpha / beta) at 7.014 / 3.250 eV. As for the spin multiplicity: 2. Its net charge is +2. Its HOMO energy (alpha / beta) is -0.4413 / -0.4413 Eh.



# 2
C21H40Cl4O10S5 | ωB97M-V/def2-TZVPD

The geometry in XYZ format:
```
80
Properties=species:S:1:pos:R:3:forces:R:3
Cl 0.188759 0.004568 -0.150442 -0.6 -0.4 0.4
C -0.688568 -1.211117 0.859733 0.4 0.2 -1.1
Cl -2.467618 -1.053707 0.611816 0.8 0.2 0.4
Cl -0.244338 -2.827864 0.237065 -0.1 0.3 0.4
Cl -0.134074 -0.989993 2.511588 -0.5 -0.2 -0.1
O -1.145164 -1.981720 -3.419880 0.3 -0.1 0.6
S -2.020327 -3.102808 -3.657500 -0.9 -0.4 -2.2
O -1.502643 -4.390979 -4.121935 -0.1 1.1 0.9
C -3.197674 -3.336111 -2.269943 0.4 -0.4 -1.3
C -4.533661 -2.693507 -2.716265 0.2 -0.1 -0.3
C -4.315329 -1.866747 -4.032774 -0.2 0.4 0.9
C -3.285063 -2.535797 -4.905978 0.7 -1.2 1.8
H -2.630353 -2.976689 -1.411410 -0.6 0.1 0.1
H -3.308702 -4.420391 -2.280145 0.2 0.0 0.5
H -5.265496 -3.481113 -2.895674 0.1 -0.2 0.0
H -4.966356 -2.091481 -1.917233 0.1 0.2 -0.2
H -3.978162 -0.899953 -3.658972 0.0 0.3 -0.6
H -5.241955 -1.760749 -4.596904 -0.1 0.2 0.3
H -2.796898 -1.963232 -5.694618 -0.1 -0.1 0.2
H -3.666167 -3.512720 -5.203473 0.0 0.2 -0.7
O 4.240362 4.559084 0.726753 -1.7 -1.2 0.4
S 2.895068 3.956831 0.758414 -0.4 1.1 -1.4
O 2.119348 3.918597 -0.488223 0.9 -0.3 1.0
C 2.888177 2.330615 1.583233 -0.5 0.0 -0.9
C 3.004196 2.708314 3.021795 0.9 0.3 0.7
C 2.250094 4.022104 3.320478 -0.2 0.5 -0.3
C 1.884730 4.800878 2.019934 0.4 -1.5 0.4
H 3.609212 1.670558 1.101024 0.5 0.3 0.4
H 1.953340 1.797468 1.410237 -0.4 0.5 -0.3
H 2.582439 1.969459 3.703197 0.5 -0.3 -0.2
H 4.054257 2.903781 3.239242 0.0 -0.4 0.2
H 2.888554 4.627454 3.963921 -0.4 0.0 0.2
H 1.333214 3.718017 3.825410 0.0 0.6 0.2
H 2.062899 5.875935 1.995221 0.1 -0.2 0.1
H 0.848110 4.553715 1.790930 0.1 0.3 -0.4
O 3.306389 -1.173688 1.540893 0.1 -0.2 0.3
S 4.146261 -2.356831 1.529994 1.3 0.0 0.2
O 5.177482 -2.534899 2.596996 -2.2 0.1 -2.2
C 3.131642 -3.866174 1.328368 0.8 -0.6 1.8
C 3.101218 -4.316857 -0.108985 0.5 1.3 -0.4
C 4.497790 -3.901270 -0.620351 0.7 -0.1 -0.4
C 4.878250 -2.494801 -0.162601 -0.3 -0.3 1.2
H 2.213007 -3.785136 1.909427 -0.1 0.3 -0.4
H 3.766608 -4.544197 1.898644 0.0 -0.3 0.1
H 3.015521 -5.396334 -0.233454 -0.4 0.2 0.2
H 2.306873 -3.763574 -0.609979 0.0 -0.3 -0.4
H 4.663584 -3.940188 -1.696965 -0.5 -0.2 -0.1
H 5.191749 -4.635141 -0.210520 0.2 0.1 0.1
H 4.402327 -1.734198 -0.781542 0.1 0.1 0.2
H 5.944521 -2.315221 -0.025077 -0.1 -0.1 -0.3
O -0.951701 2.431594 -5.911852 -0.3 0.6 1.0
S -0.450740 2.777164 -4.585186 1.8 -0.5 -0.5
O -1.077402 3.695335 -3.660046 -0.3 0.1 -0.8
C -0.173617 1.256617 -3.675161 0.2 -1.2 -0.6
C 1.357460 0.946656 -3.695398 -2.1 0.1 0.7
C 2.008316 2.289519 -3.742094 2.2 0.5 -0.7
C 1.375253 3.193606 -4.752174 -1.8 0.2 -0.5
H -0.658387 0.492403 -4.282670 -0.4 0.0 0.4
H -0.640625 1.353132 -2.695020 0.2 0.0 -0.1
H 1.670257 0.402513 -2.804251 -0.1 -0.1 0.0
H 1.578623 0.312445 -4.553864 0.1 0.2 -0.1
H 2.941098 2.055892 -4.255370 0.9 0.5 0.9
H 2.135419 2.787079 -2.780649 0.1 -0.3 0.0
H 1.748069 2.940577 -5.744684 -0.6 -0.1 -0.2
H 1.473523 4.273866 -4.645032 0.1 -0.1 0.4
O -2.952484 1.616137 7.101913 -0.3 0.5 -1.6
S -3.199798 1.962833 5.692519 0.0 1.0 0.8
O -3.016299 3.365435 5.226196 0.0 -2.7 0.7
C -2.299271 0.742060 4.646206 0.2 1.4 0.0
C -3.389899 0.009382 3.868716 -0.6 -0.2 -0.4
C -4.750369 0.019558 4.645945 0.2 0.5 0.5
C -4.890934 1.426555 5.234120 1.0 0.4 -0.1
H -1.542077 0.223241 5.234060 -0.7 -0.5 0.4
H -1.670914 1.424547 4.073945 -0.3 -0.1 -0.7
H -3.577187 0.523421 2.925963 0.0 0.5 0.1
H -3.116829 -0.966290 3.466717 0.2 -0.2 0.7
H -4.837803 -0.695376 5.464070 0.3 -0.3 -0.2
H -5.598759 -0.116749 3.975308 0.2 -0.3 -0.1
H -5.450189 1.570552 6.158569 -0.2 -0.3 -0.2
H -5.200169 2.124106 4.455732 -0.1 0.1 0.2
```
Positions in Å, forces in eV/Å.

The calculation puts the gap between HOMO and LUMO at 9.181 eV. Its HOMO energy is -0.3574 Eh. The SMILES is ClC(Cl)(Cl)Cl.O=S1(=O)CCCC1.O=S1(=O)CCCC1.O=S1(=O)CCCC1.O=S1(=O)CCCC1.O=S1(=O)CCCC1.



# 3
C6H8O6Ru | ωB97M-V/def2-TZVPD

The geometry in XYZ format:
```
21
Properties=species:S:1:pos:R:3:forces:R:3
H 1.201935 -0.459879 -1.718049 0.7 -0.1 0.3
O 4.626926 1.640131 -0.843827 -2.2 1.3 0.3
C 3.837032 0.675647 -0.979491 -2.7 1.0 0.9
O 4.254179 -0.478251 -1.258034 -3.0 -1.5 -0.1
O 2.534552 0.905582 -0.755282 0.1 0.2 -0.1
Ru 5.998824 0.330600 -1.284340 8.0 -0.7 -1.1
C 1.699278 -0.194376 -0.685289 -1.2 -0.3 -0.1
C 0.363019 0.084319 -0.223077 1.1 0.4 1.0
C -0.484488 -0.969832 0.292286 0.1 -0.1 0.0
C -1.994088 -0.793306 0.230041 1.0 0.4 0.5
O -2.356564 0.366664 0.965367 2.8 -0.4 -0.2
C -3.658834 0.609908 1.079867 -5.9 -1.8 -1.3
O -4.539306 -0.062909 0.606445 2.1 1.0 0.7
O -3.817331 1.694493 1.820203 2.0 0.5 0.3
H 2.166382 -1.095149 -0.255355 -0.2 0.0 -0.5
H 0.054750 1.131991 -0.109434 0.0 -0.1 -0.5
H -0.153214 -0.909008 1.364834 0.0 -0.1 -0.1
H -0.183065 -1.967003 -0.053945 -0.1 0.1 0.1
H -2.466240 -1.679034 0.669712 -0.7 -0.1 0.0
H -2.323943 -0.695126 -0.811716 -0.7 0.0 -0.1
H -4.759804 1.864533 1.949094 -1.1 0.3 0.2
```
Positions in Å, forces in eV/Å.

The calculation puts the gap between HOMO and LUMO (alpha / beta) at 6.643 / 3.290 eV. As for the spin multiplicity: 6. Its net charge is +3. Its HOMO energy (alpha / beta) is -0.7389 / -0.7607 Eh.



| no. | energy (Eh) |
| --- | --- |
| 1 | -5892.62784 |
| 2 | -5408.12928 |
| 3 | -778.27836 |